No. 1
{"formula": "C3H4N4O", "method": "ωB97M-V/def2-TZVPD", "symbols": ["C", "C", "C", "H", "H", "H", "H", "N", "N", "N", "N", "O"], "xyz": [[-0.8680, 0.5077, 0.8640], [1.1136, -0.1907, -0.5883], [2.4671, -0.0106, -0.3779], [-2.7999, -1.3991, -0.5594], [-1.0299, 1.3600, 1.7365], [1.3135, -0.5449, 1.6959], [-0.6195, -0.2080, -1.3836], [-2.0377, 0.4038, 0.4640], [0.5866, -0.0053, 0.6554], [0.3585, -0.1820, -1.6732], [3.5229, 0.7347, -0.0797], [-2.0072, -0.4655, -0.7537]], "total_charge": 0, "homo_lumo_gap_ev": 9.15, "e_tot_ha": -410.6579, "spin_multiplicity": 1}

No. 2
{"formula": "C37H56F3N3O12S", "method": "ωB97M-V/def2-TZVPD", "symbols": ["O", "S", "O", "C", "C", "N", "C", "C", "O", "C", "C", "C", "C", "C", "C", "C", "C", "C", "C", "C", "C", "C", "C", "C", "N", "C", "C", "C", "C", "C", "N", "C", "F", "F", "F", "H", "H", "H", "H", "H", "H", "H", "H", "H", "H", "H", "H", "H", "H", "H", "H", "H", "H", "H", "H", "H", "H", "H", "H", "H", "H", "H", "H", "H", "H", "H", "H", "C", "C", "O", "C", "O", "O", "C", "H", "H", "H", "H", "H", "H", "H", "H", "C", "C", "O", "C", "O", "O", "C", "H", "H", "H", "H", "H", "H", "H", "H", "C", "C", "O", "C", "O", "O", "C", "H", "H", "H", "H", "H", "H", "H", "H"], "xyz": [[8.5807, -0.9819, -4.7329], [7.4214, -0.2639, -5.1767], [6.5412, -0.8923, -6.1089], [6.5360, 0.2997, -3.7381], [6.8826, -0.2480, -2.4806], [6.2579, 0.1160, -1.3985], [5.2597, 1.0225, -1.5581], [4.5179, 1.4361, -0.4294], [4.8185, 0.8801, 0.7896], [3.5000, 2.3261, -0.5737], [3.1853, 2.8587, -1.8408], [3.8732, 2.5156, -2.9615], [3.5094, 3.0797, -4.3083], [2.0395, 2.8064, -4.6926], [1.1821, 4.0366, -4.9631], [0.9937, 4.9911, -3.7759], [-0.0030, 4.5044, -2.7153], [-1.4741, 4.8597, -3.0101], [-2.2864, 3.5955, -3.3479], [-2.4425, 2.7051, -2.0985], [-2.1330, 1.2083, -2.2606], [-2.5859, 0.5606, -3.5690], [-2.6037, -0.9757, -3.4844], [-1.4181, -1.6458, -4.1698], [-0.2023, -1.4689, -3.4020], [0.8043, -0.6224, -3.7646], [1.7962, -0.6894, -2.8197], [1.3715, -1.6279, -1.8464], [0.1402, -2.0876, -2.2332], [4.9253, 1.5720, -2.8256], [5.6135, 1.1851, -3.9285], [8.0879, 1.2837, -5.9602], [7.1207, 2.0474, -6.4500], [8.8237, 1.9672, -5.0922], [8.8595, 0.8663, -6.9619], [7.6766, -0.9801, -2.4129], [5.1455, 1.5761, 1.3694], [2.9405, 2.6198, 0.3050], [2.3529, 3.5466, -1.8969], [4.1591, 2.6442, -5.0630], [3.7023, 4.1550, -4.3444], [1.5567, 2.1834, -3.9376], [2.0256, 2.2155, -5.6120], [1.5783, 4.6244, -5.7951], [0.1892, 3.6933, -5.2700], [0.6396, 5.9487, -4.1649], [1.9694, 5.2029, -3.3294], [0.1002, 3.4231, -2.5817], [0.2881, 4.9474, -1.7585], [-1.5340, 5.5873, -3.8206], [-1.9191, 5.3079, -2.1200], [-3.2787, 3.9079, -3.6773], [-1.7804, 3.0928, -4.1714], [-3.4585, 2.8193, -1.7158], [-1.7841, 3.0791, -1.3116], [-1.0623, 1.0365, -2.1098], [-2.6354, 0.6800, -1.4450], [-3.5734, 0.9335, -3.8523], [-1.9149, 0.8790, -4.3720], [-2.5658, -1.2546, -2.4274], [-3.5497, -1.3676, -3.8614], [-1.6169, -2.7031, -4.3501], [-1.2556, -1.1877, -5.1451], [0.7771, -0.0335, -4.6654], [2.7110, -0.1220, -2.8586], [1.9327, -1.9227, -0.9754], [-0.5074, -2.8003, -1.7492], [1.8250, 1.1150, 7.5362], [0.6450, 0.5509, 6.7754], [0.6510, 0.9564, 5.3976], [1.5023, 0.2952, 4.6130], [2.2252, -0.6055, 4.9512], [1.4085, 0.7989, 3.3844], [2.3157, 0.2220, 2.4338], [1.8618, 2.1998, 7.4295], [1.7415, 0.8691, 8.5947], [2.7622, 0.7073, 7.1603], [-0.2887, 0.9391, 7.1779], [0.6110, -0.5364, 6.8382], [2.2219, -0.8617, 2.4182], [3.3344, 0.4999, 2.6742], [2.0425, 0.6216, 1.4627], [-2.8854, -2.7734, 4.0827], [-2.2159, -2.0406, 2.9420], [-2.1283, -2.8533, 1.7587], [-3.2512, -2.9685, 1.0576], [-4.3075, -2.4469, 1.3036], [-3.0025, -3.7576, 0.0092], [-4.1349, -4.0171, -0.8216], [-2.3823, -3.7224, 4.2733], [-2.8553, -2.1724, 4.9910], [-3.9272, -2.9897, 3.8506], [-1.1850, -1.8003, 3.1943], [-2.7279, -1.1071, 2.7098], [-4.6096, -3.0888, -1.1327], [-4.8563, -4.6525, -0.3103], [-3.7593, -4.5412, -1.6961], [-7.8919, -4.7073, 5.9638], [-6.4033, -4.8145, 5.7155], [-5.6531, -3.9300, 6.5633], [-5.4975, -4.3357, 7.8212], [-5.9044, -5.3648, 8.2935], [-4.8038, -3.4021, 8.4739], [-4.6092, -3.6771, 9.8637], [-8.2188, -3.6714, 5.8665], [-8.4370, -5.3166, 5.2431], [-8.1461, -5.0482, 6.9663], [-6.1640, -4.5004, 4.7011], [-6.0472, -5.8363, 5.8441], [-4.1722, -4.6625, 10.0075], [-5.5559, -3.6106, 10.3974], [-3.9281, -2.9146, 10.2293]], "total_charge": 0, "homo_lumo_gap_ev": 7.24, "e_tot_ha": -3208.4075, "spin_multiplicity": 1}

No. 3
{"formula": "C34H35BrF6IrN6O5S2SbSe", "method": "ωB97M-V/def2-TZVPD", "symbols": ["Ir", "F", "C", "F", "F", "S", "O", "O", "N", "S", "O", "O", "C", "F", "F", "F", "Br", "C", "C", "C", "C", "C", "C", "N", "N", "C", "C", "C", "C", "O", "C", "N", "C", "C", "C", "C", "H", "H", "H", "H", "H", "H", "H", "H", "H", "C", "C", "Sb", "C", "C", "C", "C", "H", "H", "H", "H", "H", "H", "H", "H", "H", "H", "H", "H", "H", "H", "H", "C", "C", "C", "C", "N", "C", "C", "H", "H", "H", "H", "H", "H", "H", "Se", "C", "C", "C", "N", "C", "C", "H", "H", "H", "H"], "xyz": [[0.6874, -0.4276, -0.8469], [-1.4637, -4.6215, -0.5182], [-0.2437, -4.6001, -1.0587], [0.0511, -5.7984, -1.5357], [-0.2577, -3.7218, -2.0672], [1.0310, -4.1234, 0.2172], [0.7898, -2.6999, 0.4736], [0.8157, -5.0032, 1.3070], [2.3706, -4.3582, -0.5703], [3.0099, -3.0523, -1.1604], [3.8654, -2.3562, -0.2468], [2.0600, -2.2106, -1.8922], [4.0245, -3.7151, -2.5625], [3.2410, -4.5076, -3.2876], [4.3919, -2.6678, -3.3006], [5.0940, -4.3738, -2.1722], [-3.7255, 0.4161, 7.6920], [-4.2550, 0.9597, 5.9574], [-5.5395, 0.6745, 5.5042], [-5.9258, 1.0812, 4.2462], [-5.0292, 1.7910, 3.4263], [-3.7360, 2.0874, 3.9145], [-3.3519, 1.6612, 5.1666], [-5.4297, 2.1441, 2.1773], [-4.7273, 2.8079, 1.3574], [-3.6649, 2.4840, 0.6457], [-2.9652, 3.5149, -0.0370], [-1.7332, 3.3053, -0.5952], [-1.1190, 2.0320, -0.5774], [0.0777, 1.8194, -1.0299], [-1.8675, 0.9499, -0.0376], [-1.3062, -0.2896, -0.1193], [-1.9787, -1.3543, 0.3068], [-3.2578, -1.2564, 0.8313], [-3.8329, -0.0056, 0.9756], [-3.1454, 1.1312, 0.5514], [-6.2266, 0.1449, 6.1492], [-6.9133, 0.8599, 3.8642], [-3.0641, 2.6672, 3.2943], [-2.3604, 1.8766, 5.5421], [-3.4218, 4.4953, -0.0541], [-1.1912, 4.1210, -1.0553], [-1.4852, -2.3108, 0.2236], [-3.7799, -2.1498, 1.1406], [-4.8299, 0.0842, 1.3814], [2.1788, 2.9019, 1.2898], [1.4741, 2.0063, 2.3005], [1.3179, -0.0804, 1.6990], [2.9683, -1.0170, 2.7081], [4.3124, -0.3564, 2.4247], [-0.3661, -0.6273, 2.9507], [-0.0405, -0.6060, 4.4396], [2.1881, 3.9353, 1.6405], [1.6705, 2.8764, 0.3265], [3.2173, 2.5956, 1.1407], [0.4440, 2.3292, 2.4611], [1.9936, 2.0109, 3.2597], [2.9574, -2.0604, 2.3955], [2.7190, -0.9574, 3.7671], [4.6114, -0.4970, 1.3877], [5.0779, -0.8120, 3.0538], [4.2874, 0.7114, 2.6502], [-0.6792, -1.6219, 2.6361], [-1.1643, 0.0823, 2.7216], [0.6915, -1.3698, 4.6997], [-0.9462, -0.8147, 5.0116], [0.3387, 0.3675, 4.7563], [-1.0708, -1.8243, -6.8316], [-0.7020, -1.3863, -5.4510], [0.5360, -0.8237, -5.1568], [0.8338, -0.4492, -3.8639], [-0.0222, -0.6157, -2.8475], [-1.2267, -1.1314, -3.1241], [-1.6013, -1.5114, -4.3934], [-0.2016, -1.8635, -7.4842], [-1.7904, -1.1270, -7.2650], [-1.5440, -2.8055, -6.8054], [1.2734, -0.6757, -5.9340], [1.7913, -0.0043, -3.6344], [-1.9180, -1.2458, -2.3023], [-2.5914, -1.9151, -4.5571], [3.1001, 0.4261, -1.0908], [3.3354, 1.9920, -2.1706], [4.6295, 2.1798, -2.6558], [4.8528, 3.2265, -3.5383], [3.8913, 4.0580, -3.9190], [2.6643, 3.8847, -3.4433], [2.3271, 2.8641, -2.5633], [5.4365, 1.5211, -2.3597], [5.8374, 3.3950, -3.9575], [1.9123, 4.5856, -3.7864], [1.3134, 2.7445, -2.2062]], "total_charge": 1, "homo_lumo_gap_ev": [5.74, 5.05], "e_tot_ha": -8736.5682, "spin_multiplicity": 6}

No. 4
{"formula": "H4N2", "method": "ωB97M-V/def2-TZVPD", "symbols": ["N", "N", "H", "H", "H", "H"], "xyz": [[0.7339, 0.1152, -0.0466], [-0.6813, -0.0997, -0.0991], [0.9017, 0.3402, 0.9322], [1.1411, -0.8652, -0.3734], [-1.1225, 0.9062, -0.3194], [-1.2885, -0.4896, 0.7808]], "total_charge": 0, "homo_lumo_gap_ev": 10.69, "e_tot_ha": -111.8334, "spin_multiplicity": 1}